# 1
DFT (ωB97M-V/def2-TZVPD) results for a single C22H20ClN5O2 molecule.

Orbital gap in eV: 9.2
SMILES string: Cc1c(Cl)cccc1Nc1nc(=O)c(CC(=O)NCC#N)cn1Cc1ccccc1
LUMO in Eh: 0.0092

```
! RIJCOSX wB97M-V def2-TZVPD def2/J DEFGRID3
* xyz 0 1
Cl -4.51 4.21 1.48
O 0.00 -4.01 1.40
O 3.13 -3.47 -1.94
N -0.69 -0.37 -0.20
N 4.07 -1.43 2.83
N 2.87 -3.43 0.35
N -0.96 -2.05 1.51
N -1.69 -0.20 2.05
C -0.31 -2.98 0.76
C -1.11 -0.89 1.05
C 1.17 1.57 -1.67
C -0.79 3.28 3.02
C -1.82 1.21 2.32
C 1.00 -3.75 -1.30
C 0.47 1.64 -4.27
C 4.09 -2.19 1.87
C 0.15 -2.64 -0.56
C 2.47 -3.73 -0.95
C -0.48 1.31 -3.38
C -0.73 1.91 2.85
C 1.81 1.90 -3.94
C -0.04 -1.34 -1.08
C -0.15 1.37 -2.02
C -4.20 1.05 1.62
C -3.06 3.33 2.02
C -1.10 0.87 -0.81
C -3.00 1.94 1.93
C 2.15 1.87 -2.65
C -1.95 3.99 2.56
C 4.19 -2.95 0.58
H 4.83 -3.88 0.65
H -2.17 0.82 -1.15
H 0.47 -1.07 -1.98
H 0.24 1.67 -5.36
H 0.25 1.38 3.02
H 1.42 1.53 -0.60
H -4.52 1.19 0.59
H -1.94 5.09 2.69
H -1.05 1.72 -0.08
H 0.94 -3.52 -2.31
H -1.45 1.04 -3.73
H 3.24 2.01 -2.48
H -4.14 -0.04 1.75
H -4.92 1.43 2.30
H 0.52 -4.74 -1.21
H -2.04 -0.96 2.70
H 4.51 -2.26 -0.21
H 2.24 -3.49 1.16
H 0.05 3.77 3.54
H 2.53 2.31 -4.71
*
```

***

# 2
DFT (ωB97M-V/def2-TZVPD) results for C12H21AsO6P2SV as an isolated structure.

Orbital gap (spin up / spin down) in eV: 8.3 / 9.5
LUMO (spin up / spin down) in Eh: 0.0137 / 0.0125

```
! RIJCOSX wB97M-V def2-TZVPD def2/J DEFGRID3
* xyz 0 4
As 1.45 2.40 1.47
V 0.54 -0.64 0.99
S 2.66 -1.63 0.10
P -0.83 -1.26 2.96
P -1.68 -0.54 -0.13
O 0.21 1.27 1.68
O 2.57 -0.85 1.75
O 1.51 -2.52 0.39
O 1.60 2.58 -0.28
O 1.32 3.85 2.17
O 2.10 -0.45 -0.62
C -1.13 -2.99 3.44
C 3.48 0.19 1.98
C 4.12 2.47 2.25
C -0.45 -0.43 4.53
C -2.92 -1.06 1.13
C 3.13 1.54 1.93
C 5.41 2.08 2.57
C 4.77 -0.21 2.31
C 5.74 0.73 2.59
C -2.14 -1.53 -1.58
C -2.19 1.15 -0.56
C -2.51 -0.64 2.55
H 6.74 0.42 2.85
H -3.21 1.18 -0.93
H 4.99 -1.27 2.35
H -1.88 -2.57 -1.42
H 6.16 2.83 2.80
H -1.22 -0.61 5.28
H -2.08 1.78 0.32
H -3.24 -0.99 3.28
H -1.49 -3.57 2.59
H -2.46 0.45 2.62
H 3.86 3.52 2.25
H -3.21 -1.46 -1.79
H 0.50 -0.80 4.91
H 1.91 1.75 -0.68
H -2.99 -2.15 1.07
H -1.51 1.55 -1.32
H -1.59 -1.18 -2.45
H -3.91 -0.67 0.87
H -1.84 -3.07 4.26
H -0.35 0.63 4.33
H -0.18 -3.44 3.75
*
```

***

# 3
DFT (ωB97M-V/def2-TZVPD) results for C24H32B2BrF4O3Pd as an isolated structure.

Orbital gap in eV: 7.2
LUMO in Eh: 0.0759

```
! RIJCOSX wB97M-V def2-TZVPD def2/J DEFGRID3
* xyz -1 1
Pd -1.50 2.34 -0.83
Br -1.73 2.02 1.96
F -1.86 5.64 -2.73
F -3.01 6.50 -0.93
F -4.14 5.37 -2.58
F -2.74 4.23 -1.15
O 1.29 2.89 -0.93
O 0.82 0.76 -1.70
O -2.39 0.49 -0.65
C -2.26 -3.59 -1.09
C 6.36 3.89 -1.34
C 2.17 1.01 -1.81
C 6.73 2.45 -3.32
C 6.22 2.47 -1.87
C 3.73 2.80 -1.35
C -2.87 -1.61 0.33
C 4.46 0.70 -2.30
C 4.76 1.99 -1.84
C -3.98 -2.07 4.97
C -2.94 -2.71 4.05
C -2.26 0.23 1.73
C 2.46 2.28 -1.35
C -4.64 -2.82 -0.97
C 7.09 1.54 -1.02
C -2.78 -1.87 2.78
C -1.59 -2.77 4.79
C -2.97 -1.55 -2.27
C -3.38 -4.14 3.73
C -2.49 -0.25 0.42
C -3.02 -2.35 1.50
C -2.39 -0.54 2.87
C 3.16 0.19 -2.30
C -3.17 -2.36 -0.99
B 0.31 1.94 -1.16
B -2.95 5.48 -1.87
H 7.41 4.19 -1.38
H -3.20 -2.21 -3.12
H 6.69 1.44 -3.74
H -4.12 -2.67 5.87
H -2.66 -4.66 3.10
H -0.82 -3.21 4.15
H -4.35 -4.16 3.23
H -5.31 -1.97 -0.91
H -1.21 -3.28 -1.11
H 6.75 1.53 0.02
H -2.18 -0.08 3.83
H 7.07 0.52 -1.39
H 5.26 0.07 -2.67
H -4.95 -1.99 4.46
H -2.47 -4.13 -2.01
H -1.95 -1.19 -2.38
H 2.94 -0.81 -2.66
H 7.76 2.80 -3.36
H 5.79 4.61 -1.92
H -3.33 -3.38 1.39
H -3.62 -0.68 -2.32
H 6.04 3.97 -0.30
H -1.26 -1.78 5.09
H 3.90 3.80 -0.99
H -2.39 -4.28 -0.26
H -3.68 -1.07 5.28
H 8.13 1.88 -1.03
H -1.68 -3.39 5.69
H 6.12 3.10 -3.96
H -3.48 -4.70 4.66
H -4.85 -3.48 -0.13
H -4.87 -3.37 -1.89
*
```

***

# 4
DFT (ωB97M-V/def2-TZVPD) results for a single C6H12S molecule.

Orbital gap (spin up / spin down) in eV: 8.2 / 7.6
LUMO (spin up / spin down) in Eh: 0.0163 / 0.0197

```
! RIJCOSX wB97M-V def2-TZVPD def2/J DEFGRID3
* xyz 0 1
S -2.20 0.50 -0.53
C -2.75 0.14 1.05
C 0.72 1.77 -0.13
C 0.11 -1.09 0.19
C 1.50 -0.57 -0.44
C 1.84 0.77 0.10
C -0.98 -0.97 -0.86
H -1.68 -1.83 -0.93
H -0.68 -0.81 -1.91
H 1.58 -0.54 -1.51
H -0.01 -0.50 1.11
H 2.22 -1.17 0.08
H 2.06 0.78 1.13
H -2.36 -0.71 1.48
H 2.70 0.92 -0.48
H 0.28 2.33 0.68
H 0.48 2.12 -1.09
H 0.17 -2.18 0.40
H -2.99 1.04 1.66
*
```

***

# 5
DFT (ωB97M-V/def2-TZVPD) results for C15H44AuGeN2O2SbSeSi3 as an isolated structure.

Orbital gap in eV: 7.5
LUMO in Eh: -0.0066

```
! RIJCOSX wB97M-V def2-TZVPD def2/J DEFGRID3
* xyz 0 1
Au 1.33 -0.81 -1.43
Sb -0.56 -1.27 0.23
Se 2.68 2.14 -0.60
Ge 0.51 3.99 -2.20
Si -0.81 0.19 2.34
Si -0.01 -3.61 1.11
Si -2.77 -1.70 -0.98
O 4.03 -0.81 2.21
O 2.15 -0.60 0.96
N 4.13 -1.29 0.02
N 3.66 -1.09 -1.28
C 1.33 -3.63 2.39
C 3.37 -0.86 1.16
C 2.24 3.08 -2.26
C -2.57 -3.32 -1.89
C 0.18 4.81 -3.94
C -0.86 2.64 -1.85
C -4.23 -1.83 0.19
C -1.58 -4.31 1.85
C 3.55 3.63 0.31
C 0.32 -0.31 3.71
C -0.63 1.98 1.87
C 0.56 -4.61 -0.35
C 0.46 5.34 -0.79
C -2.57 -0.15 2.88
C -3.15 -0.41 -2.27
H -3.30 0.20 2.15
H 0.25 0.45 4.49
H 1.50 -4.66 2.71
H 3.90 3.25 1.27
H -1.41 -5.33 2.21
H 0.18 4.05 -4.72
H -3.40 -3.45 -2.59
H -0.78 5.32 -3.94
H -2.76 0.35 3.83
H 1.26 6.08 -0.92
H -3.32 0.58 -1.84
H -0.50 5.85 -0.83
H 0.96 5.54 -4.17
H 0.01 -1.27 4.14
H -2.55 -4.18 -1.22
H -5.05 -2.37 -0.29
H 2.26 -3.22 1.99
H -0.57 2.03 -0.99
H 1.08 -3.02 3.27
H 0.76 -5.64 -0.06
H -4.05 -0.72 -2.81
H 1.49 -4.18 -0.73
H 3.07 3.75 -2.49
H -0.50 2.57 2.78
H -0.97 1.98 -2.71
H -1.82 3.12 -1.64
H 2.21 2.32 -3.05
H 5.12 -1.14 0.15
H -2.73 -1.22 3.03
H -1.51 2.34 1.33
H 2.84 4.43 0.46
H -3.97 -2.36 1.11
H -1.64 -3.32 -2.47
H 4.00 -1.85 -1.86
H 3.97 -0.20 -1.66
H 0.56 4.87 0.19
H -4.59 -0.84 0.47
H 4.40 3.97 -0.27
H 1.35 -0.39 3.38
H -1.91 -3.70 2.69
H -0.17 -4.62 -1.17
H -2.40 -4.35 1.12
H -2.32 -0.33 -2.99
H 0.26 2.12 1.25
*
```

***

| no. | energy (Eh) |
| --- | --- |
| 1 | -1734.7082 |
| 2 | -5182.0639 |
| 3 | -4310.9120 |
| 4 | -633.8273 |
| 5 | -6580.7592 |